[1]
Below is the molecule C6H11N, with properties calculated with ωB97M-V with the def2-TZVPD basis set.

```
18
C6H11N, DFT ωB97M-V with the def2-TZVPD basis set
C 2.163 -0.719 -1.376
C 1.122 -0.764 -0.261
C 0.044 0.312 -0.397
C -0.860 0.435 0.845
C -2.092 1.312 0.595
C -1.282 -0.893 1.323
N -1.610 -1.938 1.694
H 2.902 -1.517 -1.249
H 1.701 -0.846 -2.361
H 2.700 0.237 -1.378
H 0.638 -1.748 -0.248
H 1.622 -0.658 0.711
H 0.507 1.294 -0.563
H -0.579 0.107 -1.277
H -0.265 0.877 1.657
H -1.783 2.306 0.256
H -2.728 0.867 -0.177
H -2.689 1.425 1.505
```

Results
ΔE to the lowest compared entry with this formula, charge and spin ... 6.2 kJ/mol
LUMO level ... 0.92 eV
HOMO-LUMO gap ... 12.3 eV
SMILES string ... CCC[C@@H](C)C#N

These are the Mulliken partial charges, in e, on atoms 1 to 5: C -1.325; C -0.327; C -0.846; C 0.709; C -1.504

---

[2]
Below is the molecule C6H11N, with properties calculated with ωB97M-V with the def2-TZVPD basis set.

```
18
C6H11N, DFT ωB97M-V with the def2-TZVPD basis set
C 1.955 -1.390 1.160
N 2.407 -0.830 -0.091
C 1.991 0.509 -0.287
C 0.665 0.333 -0.882
C -0.606 0.635 -0.345
C -1.777 0.232 -0.889
C -3.016 0.506 -0.070
H 2.827 -1.597 1.796
H 1.304 -0.749 1.777
H 1.403 -2.317 0.972
H 2.658 0.985 -1.003
H 1.863 1.103 0.637
H 0.696 -0.094 -1.878
H -0.595 1.023 0.672
H -1.776 -0.145 -1.905
H -3.342 1.538 -0.239
H -2.741 0.282 0.956
H -3.914 -0.024 -0.380
```

Results
ΔE to the lowest compared entry with this formula, charge and spin ... 431.1 kJ/mol
LUMO level ... -0.88 eV
HOMO-LUMO gap ... 6.2 eV

These are the Mulliken partial charges, in e, on atoms 1 to 5: C -0.698; N -0.462; C -0.522; C -0.371; C -0.183

---

[3]
Below is a cluster of 2 separate species, C6H11N in total, with properties calculated with ωB97M-V with the def2-TZVPD basis set.

```
18
C6H11N, DFT ωB97M-V with the def2-TZVPD basis set
C 2.234 0.404 -0.085
C 1.118 -0.623 -0.265
C -0.301 -0.034 -0.147
C -2.645 -1.623 0.941
C -0.620 1.014 -1.220
C -0.505 0.536 1.198
N -0.663 0.978 2.257
H 2.220 1.161 -0.876
H 3.212 -0.086 -0.115
H 2.144 0.917 0.879
H 1.227 -1.423 0.477
H 1.193 -1.096 -1.252
H -2.153 -1.827 1.919
H -3.232 -0.707 1.180
H -1.022 -0.866 -0.254
H -1.665 1.332 -1.159
H 0.011 1.901 -1.112
H -0.450 0.583 -2.212
```

Results
ΔE to the lowest compared entry with this formula, charge and spin ... 467.9 kJ/mol
LUMO level (spin up / spin down) ... -1.05 / -1.06 eV
HOMO-LUMO gap (spin up / spin down) ... 8.7 / 8.8 eV

These are the Mulliken partial charges, in e, on atoms 1 to 5: C -1.183; C -0.676; C 1.027; C -0.455; C -1.561

---

[4]
Below is the molecule C6H11N, with properties calculated with ωB97M-V with the def2-TZVPD basis set.

```
18
C6H11N, DFT ωB97M-V with the def2-TZVPD basis set
C 1.396 1.487 -0.920
C -0.039 1.034 -1.126
C -0.349 -0.466 -0.909
C -1.007 -0.532 0.502
C -0.782 -1.822 1.283
C -0.237 0.528 1.194
N 0.761 0.930 1.634
H 1.418 1.681 0.201
H 2.159 0.705 -1.006
H 1.665 2.371 -1.513
H -0.542 1.470 -0.183
H -0.585 1.511 -1.939
H -1.011 -0.890 -1.674
H 0.562 -1.082 -0.881
H -2.074 -0.287 0.429
H -1.206 -2.674 0.747
H 0.293 -1.982 1.417
H -1.240 -1.764 2.274
```

Results
ΔE to the lowest compared entry with this formula, charge and spin ... 186.6 kJ/mol
LUMO level ... 0.99 eV
HOMO-LUMO gap ... 11.4 eV
SMILES string ... CCC[C@@H](C)C#N

These are the Mulliken partial charges, in e, on atoms 1 to 5: C -1.051; C -0.482; C -0.706; C 0.289; C -1.445

---

[5]
Below is the molecule C6H11N, with properties calculated with ωB97M-V with the def2-TZVPD basis set.

```
18
C6H11N, DFT ωB97M-V with the def2-TZVPD basis set
C 1.079 -1.378 3.072
C 0.990 -0.308 2.297
N 0.293 -0.213 1.098
C 1.013 0.179 -0.111
C 0.154 0.812 -1.201
C -1.147 0.581 -1.328
C -1.824 0.628 -2.685
H 0.602 -2.310 2.791
H 1.564 -1.356 4.034
H 1.501 0.595 2.598
H -0.336 -1.004 1.026
H 1.509 -0.687 -0.533
H 1.571 1.035 0.285
H 0.825 1.277 -1.912
H -1.704 0.207 -0.476
H -2.414 -0.274 -2.854
H -1.057 0.830 -3.423
H -2.618 1.386 -2.676
```

Results
ΔE to the lowest compared entry with this formula, charge and spin ... 199.8 kJ/mol
LUMO level ... 1.15 eV
HOMO-LUMO gap ... 9.4 eV
SMILES string ... C=CNC/C=C/C

These are the Mulliken partial charges, in e, on atoms 1 to 5: C -0.883; C 0.069; N -0.280; C -0.440; C -0.625

---

[6]
Below is the molecule C6H11N, with properties calculated with ωB97M-V with the def2-TZVPD basis set.

```
18
C6H11N, DFT ωB97M-V with the def2-TZVPD basis set
C -0.172 2.578 -1.268
C -0.069 1.312 -1.620
C -1.235 0.377 -1.308
N -1.163 -0.107 0.088
C -0.129 -1.061 0.281
C 0.268 -1.573 1.449
C 1.678 -1.616 1.948
H -1.075 3.067 -0.918
H 0.604 3.315 -1.450
H 0.816 0.890 -2.076
H -1.322 -0.386 -2.087
H -2.100 1.036 -1.303
H -2.111 -0.396 0.312
H 0.492 -1.198 -0.602
H -0.547 -1.710 2.160
H 2.449 -1.587 1.183
H 1.880 -2.306 2.767
H 1.737 -0.637 2.447
```

Results
ΔE to the lowest compared entry with this formula, charge and spin ... 256.6 kJ/mol
LUMO level ... 1.18 eV
HOMO-LUMO gap ... 8.9 eV
SMILES string ... C=CCN/C=C/C

These are the Mulliken partial charges, in e, on atoms 1 to 5: C -0.779; C 0.161; C -0.930; N -0.297; C -0.246

---

[7]
Below is a cluster of 2 separate species, C6H11N in total, with properties calculated with ωB97M-V with the def2-TZVPD basis set.

```
18
C6H11N, DFT ωB97M-V with the def2-TZVPD basis set
C -1.681 -0.476 1.352
C -1.238 -0.186 -0.081
C 0.283 0.012 -0.225
C 1.183 1.377 -2.341
C 1.108 -1.242 0.083
C 0.730 1.140 0.605
N 1.059 2.010 1.296
H -1.267 -1.420 1.722
H -2.771 -0.545 1.401
H -1.363 0.324 2.029
H -1.743 0.713 -0.452
H -1.525 -1.008 -0.748
H 0.666 2.283 -1.955
H 2.169 1.448 -1.831
H 0.456 0.246 -1.324
H 2.161 -1.095 -0.170
H 1.041 -1.496 1.144
H 0.732 -2.085 -0.506
```

Results
ΔE to the lowest compared entry with this formula, charge and spin ... 460.5 kJ/mol
LUMO level (spin up / spin down) ... -0.91 / -0.91 eV
HOMO-LUMO gap (spin up / spin down) ... 8.5 / 8.5 eV

These are the Mulliken partial charges, in e, on atoms 1 to 5: C -1.200; C -0.606; C 1.140; C -0.656; C -1.502

---

[8]
Below is the molecule C6H11N, with properties calculated with ωB97M-V with the def2-TZVPD basis set.

```
18
C6H11N, DFT ωB97M-V with the def2-TZVPD basis set
C -2.188 0.581 -1.947
C -1.102 0.880 -1.243
C -0.247 0.139 -0.278
C 1.031 -0.128 -0.619
C 1.871 -1.257 -0.069
N -0.798 0.047 1.018
C 0.060 0.202 2.164
H -2.334 1.056 -2.903
H -2.736 -0.309 -1.675
H -0.550 1.773 -1.564
H 1.325 0.338 -1.556
H 2.650 -1.531 -0.776
H 1.269 -2.131 0.172
H 2.397 -0.924 0.830
H -1.620 0.629 1.025
H 0.918 -0.467 2.109
H -0.422 -0.113 3.082
H 0.477 1.214 2.230
```

Results
ΔE to the lowest compared entry with this formula, charge and spin ... 214.1 kJ/mol
LUMO level ... 1.04 eV
HOMO-LUMO gap ... 8.7 eV
SMILES string ... C=C/C(=C/C)NC

These are the Mulliken partial charges, in e, on atoms 1 to 5: C -0.598; C -0.602; C 0.844; C -0.426; C -1.353

---

[9]
Below is the molecule C6H11N, with properties calculated with ωB97M-V with the def2-TZVPD basis set.

```
18
C6H11N, DFT ωB97M-V with the def2-TZVPD basis set
C 2.149 -0.766 0.079
C 2.111 0.480 0.956
N 0.808 1.103 1.201
C -0.167 0.679 0.588
C -1.195 0.256 -0.106
C -2.132 -0.796 0.422
C -1.494 0.877 -1.446
H 3.189 -1.104 0.031
H 1.541 -1.579 0.491
H 1.806 -0.577 -0.945
H 2.739 1.260 0.510
H 2.535 0.254 1.938
H -1.793 -1.198 1.381
H -3.131 -0.366 0.562
H -2.226 -1.629 -0.286
H -2.472 1.373 -1.423
H -0.740 1.620 -1.723
H -1.526 0.112 -2.231
```

Results
ΔE to the lowest compared entry with this formula, charge and spin ... 125.6 kJ/mol
LUMO level ... 0.97 eV
HOMO-LUMO gap ... 9.2 eV
SMILES string ... CCN=C=C(C)C

These are the Mulliken partial charges, in e, on atoms 1 to 5: C -1.051; C -0.285; N -0.524; C 0.261; C 0.605

---

[10]
Below is the molecule C6H11N, with properties calculated with ωB97M-V with the def2-TZVPD basis set.

```
18
C6H11N, DFT ωB97M-V with the def2-TZVPD basis set
C -2.550 0.209 0.123
C -1.317 -0.612 -0.270
C 0.001 0.026 0.130
C 0.056 1.411 -0.419
N 0.079 2.431 0.124
C 1.275 -0.708 -0.247
C 2.557 0.034 0.149
H -3.460 -0.342 -0.135
H -2.582 1.175 -0.395
H -2.579 0.419 1.200
H -1.358 -1.595 0.208
H -1.295 -0.754 -1.356
H -0.003 0.186 1.222
H 1.243 -1.684 0.245
H 1.254 -0.862 -1.331
H 2.586 0.265 1.222
H 3.430 -0.583 -0.085
H 2.662 0.984 -0.387
```

Results
ΔE to the lowest compared entry with this formula, charge and spin ... 92.4 kJ/mol
LUMO level ... 0.63 eV
HOMO-LUMO gap ... 11.8 eV
SMILES string ... CCC(C#N)CC

These are the Mulliken partial charges, in e, on atoms 1 to 5: C -1.206; C -0.641; C 0.734; C -0.085; N -0.453

---

[11]
Below is the molecule C6H11N, with properties calculated with ωB97M-V with the def2-TZVPD basis set.

```
18
C6H11N, DFT ωB97M-V with the def2-TZVPD basis set
H -0.255 1.815 -2.238
N -0.736 1.682 -1.348
C -0.709 0.546 -0.877
C -1.620 0.411 0.731
C -0.002 -0.521 -0.198
C -0.507 -1.919 -0.478
C 1.231 -0.336 0.375
C 1.914 0.988 0.516
H -2.590 0.234 0.266
H -1.494 1.414 1.122
H -1.506 -0.270 1.567
H -1.511 -1.949 -0.903
H 0.157 -2.427 -1.177
H -0.548 -2.471 0.462
H 1.842 -1.222 0.490
H 1.223 1.791 0.785
H 2.443 1.291 -0.399
H 2.668 0.941 1.304
```

Results
ΔE to the lowest compared entry with this formula, charge and spin ... 422.6 kJ/mol
LUMO level ... 0.64 eV
HOMO-LUMO gap ... 7.7 eV
SMILES string ... [H]/N=C(C)\C(C)=C/C

These are the Mulliken partial charges, in e, on atoms 1 to 5: H 0.276; N -0.572; C 0.055; C -1.211; C 1.022

---

[12]
Below is a structure of composition C6H11N, with properties calculated with ωB97M-V with the def2-TZVPD basis set.

```
18
C6H11N, DFT ωB97M-V with the def2-TZVPD basis set
C 0.642 -0.762 2.005
C -0.346 -1.135 0.813
N -0.504 1.532 1.466
C -0.396 1.239 -0.029
C -0.150 -0.200 -0.328
C 0.269 -0.685 -1.541
C 0.483 -0.108 -2.820
H 0.684 -1.304 3.040
H 1.693 -0.786 1.737
H -0.095 -2.182 0.565
H -1.431 -1.146 1.194
H -0.939 2.454 1.744
H -0.012 0.456 2.009
H -1.348 1.363 -0.615
H 0.381 1.923 -0.436
H 0.436 -1.753 -1.606
H 0.844 -0.802 -3.524
H 0.296 0.961 -2.975
```

Results
ΔE to the lowest compared entry with this formula, charge and spin ... 697.3 kJ/mol
LUMO level ... -2.12 eV
HOMO-LUMO gap ... 4.6 eV

These are the Mulliken partial charges, in e, on atoms 1 to 5: C -1.098; C -0.673; N -0.567; C -0.339; C 0.865

---

Among the records above, which one has the highest ΔE to the lowest compared entry with this formula, charge and spin? number 12

---

ΔE to the lowest compared entry with this formula, charge and spin of number 12 (C6H11N)? 697.3 kJ/mol

---

Which value of ΔE to the lowest compared entry with this formula, charge and spin does entry 12 give? 697.3 kJ/mol